(1)
Density functional theory data (wB97M-V/def2-TZVPD) for an isolated ion of composition C4H11N2O and charge +1 in a non-equilibrium geometry.

Values from the calculation:
- Energy above the lowest of the compared OMol25 structures with the same formula, charge and spin: 483.32 kJ/mol
- SMILES string: C[C@@H]1C[NH2+][C@H]1ON
- Net charge: +1
- HOMO: -14.93 eV

Geometry (Å):
C -1.53828 -1.37910 -0.16516
C -0.82789 -0.28642 0.61932
C -0.99967 1.12100 0.19437
N 0.39790 1.52305 -0.07780
C 0.75103 -0.05810 -0.08776
O 1.80222 -0.38640 0.63010
N 2.96305 -0.48217 -0.29698
H -1.14779 -1.38496 -1.14546
H -2.54965 -1.04829 -0.04503
H -1.33924 -2.22812 0.43388
H -0.85148 -0.48213 1.72623
H -1.61798 1.15968 -0.63031
H -1.30895 1.66704 1.09838
H 0.45632 2.31870 -0.76241
H 0.89882 1.78287 0.83474
H 0.86481 -0.50556 -1.08607
H 3.25537 -1.40611 -0.04941
H 3.60688 0.23805 -0.03279

Atoms 1-2, force components in eV/Å:
C 0.3 2.0 2.1
C 4.3 -0.9 -1.0

(2)
Density functional theory data (wB97M-V/def2-TZVPD) for a 7-piece molecular cluster, H14O7 overall in a non-equilibrium geometry.

Values from the calculation:
- Energy above the lowest of the compared OMol25 structures with the same formula, charge and spin: 261.30 kJ/mol
- SMILES string: O.O.O.O.O.O.O
- HOMO: -11.21 eV

Geometry (Å):
O -1.46546 -1.68623 -0.43455
H -0.60887 -1.58190 0.03996
H -1.94887 -0.86804 -0.22108
O -2.84512 1.21590 -1.24474
H -2.09815 0.62107 -1.15466
H -2.43408 2.08839 -1.31819
O 4.47028 -0.63762 -0.63343
H 4.25277 -0.06465 -1.44692
H 3.59109 -0.76286 -0.27400
O 2.28314 1.34870 -0.92486
H 2.42376 2.23068 -1.30612
H 1.75923 1.46638 -0.10371
O 1.86126 -2.16975 1.08602
H 2.51944 -2.77674 0.71491
H 1.80700 -1.50509 0.29773
O -0.43285 1.91476 2.07874
H 0.33411 1.39325 2.06325
H -0.14024 2.87127 2.18095
O -4.42232 -1.31097 -0.03722
H -4.98027 -0.51437 -0.09684
H -3.92585 -1.27218 0.73476

Atoms 1-2, force components in eV/Å:
O 0.9 0.8 0.6
H -0.9 -0.3 -0.4

(3)
Density functional theory data (wB97M-V/def2-TZVPD) for C18H36O36S9 as an isolated structure in a non-equilibrium geometry.

Values from the calculation:
- Energy above the lowest of the compared OMol25 structures with the same formula, charge and spin: 134.24 kJ/mol
- HOMO: -10.60 eV

Geometry (Å):
C 2.16672 4.16314 -1.38078
C 1.37565 3.91255 -2.65094
O 0.04957 4.39853 -2.31756
S 0.18091 5.61683 -1.28324
O -0.65323 5.31740 -0.21667
O 0.06551 6.84837 -1.98831
O 1.69580 5.40793 -0.94581
H 3.23875 4.18596 -1.62720
H 2.01773 3.48361 -0.52806
H 1.27071 2.87364 -2.95196
H 1.71131 4.55340 -3.45633
C -2.13630 -0.94883 -5.11265
C -2.97447 -0.21843 -4.08476
O -2.05779 0.76070 -3.60542
S -1.17173 1.29747 -4.82377
O 0.20443 1.35751 -4.42999
O -1.88436 2.43297 -5.30977
O -1.37637 0.09112 -5.78893
H -2.77520 -1.34336 -5.90006
H -1.40501 -1.60670 -4.54918
H -3.27158 -0.80597 -3.25817
H -3.82100 0.31888 -4.45224
C -4.59691 -2.18060 1.81633
C -4.93619 -0.72322 1.81209
O -5.11711 -0.40828 3.20887
S -5.55192 -1.61721 4.06722
O -6.97114 -1.71867 4.19692
O -4.81667 -1.62720 5.28485
O -5.04728 -2.69739 3.03526
H -3.50793 -2.29152 1.57620
H -5.19328 -2.71910 1.04878
H -5.83693 -0.39800 1.31448
H -4.10209 -0.07234 1.60721
C -3.91145 3.81918 -0.26475
C -4.52280 3.82564 -1.64159
O -4.44703 2.46088 -2.15147
S -4.50663 1.42732 -0.87551
O -3.74872 0.28421 -1.15098
O -5.84267 1.27765 -0.46605
O -3.77804 2.37153 0.07106
H -4.52828 4.23055 0.53952
H -2.91858 4.22178 -0.19911
H -3.96242 4.42750 -2.38766
H -5.57642 4.06594 -1.59029
C 6.19443 -1.01898 -1.98647
C 6.91986 -0.99047 -0.59811
O 6.07356 -1.92763 0.16803
S 5.20265 -2.85085 -0.78788
O 3.83896 -2.45703 -0.58174
O 5.51819 -4.20088 -0.63719
O 5.83156 -2.35643 -2.18197
H 6.83903 -0.64371 -2.79307
H 5.36152 -0.34747 -1.98537
H 6.83054 -0.04076 -0.16891
H 7.96215 -1.31422 -0.70173
C -0.08962 -4.80100 -0.46851
C -1.35683 -4.43840 0.33034
O -2.14179 -3.50916 -0.47125
S -1.58773 -3.39542 -1.92930
O -0.83677 -2.17627 -2.18171
O -2.60417 -3.70044 -2.81423
O -0.57976 -4.58303 -1.83073
H 0.09796 -5.84959 -0.45720
H 0.74441 -4.12037 -0.34632
H -1.08072 -3.89189 1.28373
H -2.12214 -5.22166 0.53369
C -0.15858 -2.39289 5.29429
C 1.17095 -2.68838 4.48786
O 1.35820 -4.17643 4.51882
S -0.07361 -4.84439 4.72693
O 0.04825 -6.14136 5.30180
O -0.87583 -4.72050 3.48350
O -0.56567 -3.69267 5.78795
H -0.92931 -1.91868 4.75118
H 0.00929 -1.86333 6.26406
H 1.94757 -2.25483 5.06543
H 1.11078 -2.38140 3.44742
C 5.51513 2.61862 2.59717
C 4.00445 2.81542 2.49679
O 3.71734 3.11828 1.16513
S 4.85806 2.70336 0.18809
O 5.47359 3.88491 -0.35026
O 4.54745 1.69382 -0.76849
O 5.82206 2.07970 1.30878
H 5.83943 1.90412 3.32684
H 5.98663 3.53178 2.81811
H 3.70410 3.55805 3.20898
H 3.45042 1.93990 2.77528
C 0.82480 -0.41830 -0.69808
C 0.08638 0.95216 -0.89830
O 0.08288 1.41609 0.45167
S -0.30472 0.31129 1.46627
O -1.71161 0.29773 1.63740
O 0.57737 0.38750 2.58553
O 0.10914 -0.86737 0.49594
H 1.92436 -0.23991 -0.47346
H 0.71187 -1.16633 -1.37519
H -0.96278 0.69970 -1.20037
H 0.65675 1.63463 -1.47080

Atoms 1-2, force components in eV/Å:
C 0.8 -1.3 -0.2
C -0.8 0.0 0.3

(4)
Density functional theory data (wB97M-V/def2-TZVPD) for C24H56CuN2O14 as an isolated structure in a non-equilibrium geometry.

Values from the calculation:
- Expectation value of S²: 0.976
- Multiplicity: 2
- HOMO (alpha / beta): -7.59 / -6.28 eV

Geometry (Å):
Cu 3.27844 -0.29157 2.32543
C -1.42543 -0.64920 -3.22577
C -1.73519 -1.54877 -4.25013
C -1.01259 -2.86225 -4.37598
O -1.31927 -3.77592 -5.23800
C -0.15590 -3.26478 -3.45327
C 0.21815 -2.43600 -2.39986
C -0.40380 -0.99150 -2.28892
O 0.11351 -0.16518 -1.50029
O 0.97540 -2.70834 -1.42828
O -2.77590 -1.18275 -4.97487
H -1.91731 0.30041 -3.07514
H 0.24854 -4.25578 -3.59735
C -0.35155 5.53246 6.90053
O 0.42262 4.36552 6.62375
C 0.22849 3.27580 7.48276
C 1.04509 2.14095 7.01314
N 0.57768 1.67064 5.67796
C -0.58841 0.73619 5.90688
C -0.09202 -0.58164 6.51250
O 0.98606 -0.97529 5.64184
C 1.19164 -2.38817 5.71180
H -1.35892 5.19391 7.14281
H -0.37653 6.22356 6.05800
H -0.00275 5.97233 7.83485
H -0.78387 2.98216 7.76029
H 0.76409 3.63440 8.36176
H 1.11255 1.35351 7.76382
H 2.03355 2.58176 7.14257
H 0.26097 2.56720 5.33740
H -1.00184 0.56026 4.91379
H -1.41685 1.10286 6.51298
H -0.94579 -1.25809 6.55237
H 0.25976 -0.59066 7.54415
H 1.85277 -2.67905 4.89546
H 0.27444 -2.97279 5.78291
H 1.72059 -2.53907 6.65283
C 7.44057 -0.79405 0.92899
O 6.90903 0.57056 0.75742
C 7.81956 1.61599 0.39987
C 7.01625 2.91581 0.22829
N 6.21043 3.13524 1.41216
C 5.34241 4.32598 1.26099
C 6.13474 5.71005 0.98227
O 7.31926 5.75178 1.87123
C 7.15849 5.95369 3.21798
H 7.95440 -1.26516 0.09105
H 6.69993 -1.36716 1.48674
H 8.21937 -0.69815 1.68553
H 8.31046 1.44781 -0.55869
H 8.61844 1.65250 1.14053
H 6.46489 2.98856 -0.70916
H 7.72953 3.72398 0.06647
H 6.80327 3.44111 2.17051
H 4.80310 4.41399 2.20414
H 4.51762 4.18589 0.56228
H 5.35226 6.44094 1.18634
H 6.34914 5.71989 -0.08638
H 8.14020 6.15139 3.64839
H 6.55406 5.24930 3.78947
H 6.62851 6.87458 3.46124
C -6.23174 6.80332 -3.26840
O -6.91612 6.35113 -2.11218
H -6.96372 6.68494 -4.06732
H -5.87581 7.82312 -3.12210
H -5.28707 6.26857 -3.36714
H -7.17521 5.44237 -2.28136
C -7.82667 -8.31867 -6.65271
O -7.99653 -7.43697 -7.66750
H -6.77929 -8.12439 -6.42172
H -8.39203 -7.93202 -5.80480
H -7.88256 -9.36807 -6.94210
H -8.94170 -7.36566 -7.81973
C 4.50531 -7.54577 -8.89125
O 3.55183 -7.08089 -9.77394
H 4.43967 -8.60680 -8.65041
H 5.49102 -7.37681 -9.32476
H 4.32508 -7.08857 -7.91832
H 2.81145 -6.81321 -9.22457
C -0.46079 -11.18299 -3.46230
O -1.36614 -10.81483 -4.46517
H -0.11186 -12.20927 -3.57682
H 0.31319 -10.42157 -3.36593
H -0.94396 -11.32029 -2.49493
H -1.39737 -9.86155 -4.57413
C -10.27415 2.41693 -5.48020
O -9.26347 2.04361 -4.49324
H -11.05514 3.03697 -5.04007
H -9.85834 2.95386 -6.33280
H -10.76744 1.50020 -5.80328
H -8.57283 1.56469 -4.95719
C -6.54730 2.25691 2.58146
O -6.48721 3.41768 3.37614
H -5.85528 2.13224 1.74859
H -6.50802 1.37597 3.22217
H -7.54369 2.36848 2.15385
H -6.55249 4.20572 2.83178

Atoms 1-2, force components in eV/Å:
Cu -0.1 0.1 -0.2
C 0.8 0.0 1.0

(5)
Density functional theory data (wB97M-V/def2-TZVPD) for a 2-piece molecular cluster, C6H15NO overall in a non-equilibrium geometry.

Values from the calculation:
- Energy above the lowest of the compared OMol25 structures with the same formula, charge and spin: 107.96 kJ/mol
- SMILES string: CC(N)=O.CC(C)C
- HOMO: -10.00 eV

Geometry (Å):
C 1.08738 1.92649 1.51088
C 2.13445 1.37513 0.56247
N 2.36055 -0.00905 0.67272
O 2.85117 2.07948 -0.10035
H 1.49936 2.02979 2.51297
H 0.07661 1.51146 1.44956
H 1.03098 3.04921 1.40680
H 3.06659 -0.34495 0.04789
H 1.90061 -0.62291 1.31477
C -1.86070 0.28806 -1.42345
C -0.84129 -0.48386 -0.60640
C -1.41585 -1.09083 0.70580
C -0.22865 -1.68997 -1.32290
H -2.32314 1.01476 -0.75098
H -2.65919 -0.33413 -1.85475
H -1.47490 0.85220 -2.27674
H -0.07573 0.20151 -0.26686
H -2.20648 -1.77377 0.54857
H -0.59086 -1.40692 1.36501
H -2.10936 -0.43066 1.24014
H -0.33023 -1.56277 -2.41219
H 0.82857 -1.92880 -1.22894
H -0.71989 -2.64945 -1.09401

Atoms 1-2, force components in eV/Å:
C 0.0 2.4 0.0
C 0.2 -1.4 1.6